# 1
Computed, not measured: a molecular structure, C38H41Cl2N6O3RhTe at a distorted geometry, with wB97M-V/def2-TZVPD.

Geometry as XYZ:
```
92
Properties=species:S:1:pos:R:3:mulliken_charge:R:1
Rh 0.6219 -1.9656 -0.4443 0.07
C 1.9587 -4.0868 -2.6410 -1.21
N 2.2753 -3.5754 -1.3252 0.02
C 2.4742 -4.5493 -0.2692 -0.80
C 2.4086 -3.8002 1.0222 0.37
N 2.3424 -2.4861 1.0628 -0.40
C 2.3565 -2.1460 2.3986 -0.20
C 2.3133 -0.9037 3.0195 0.47
C 2.2943 -0.8827 4.3970 -0.81
C 2.3347 -2.0571 5.1492 -0.61
C 2.4140 -3.2987 4.5493 -1.16
C 2.4229 -3.3282 3.1647 0.48
N 2.4736 -4.3586 2.2509 -0.05
C 1.1223 -3.0733 -3.3462 0.05
N 0.6629 -1.9758 -2.7904 0.38
C -0.0970 -1.3482 -3.7568 -0.52
C -0.8173 -0.1593 -3.7423 0.34
C -1.4991 0.1903 -4.8897 -0.98
C -1.4681 -0.6025 -6.0403 -0.57
C -0.7421 -1.7744 -6.0851 -1.14
C -0.0662 -2.1317 -4.9310 0.37
N 0.7279 -3.2133 -4.6312 -0.01
H 1.3633 -5.0003 -2.5329 0.41
H 2.8533 -4.3223 -3.2376 0.50
H 3.0722 -2.9447 -1.3587 0.11
H 3.4443 -5.0690 -0.3556 0.39
H 1.6665 -5.2885 -0.3139 0.47
H 2.2836 0.0013 2.4430 0.44
H 2.2383 0.0636 4.9094 0.51
H 2.3072 -1.9920 6.2253 0.42
H 2.4598 -4.2049 5.1313 0.44
H 2.4712 -5.3441 2.4598 0.26
H -0.8543 0.4564 -2.8546 0.68
H -2.0769 1.1004 -4.9114 0.48
H -2.0227 -0.2965 -6.9138 0.40
H -0.6922 -2.3948 -6.9670 0.43
H 0.9326 -3.9844 -5.2466 0.26
C -1.6723 -1.7461 3.0975 -1.59
C -0.7384 -1.8773 1.9219 0.93
O -0.4894 -2.9912 1.4046 -0.46
N -0.1162 -0.8157 1.4564 0.24
Te -0.9068 0.7517 0.2603 -0.49
C -2.1429 2.5544 -0.3454 0.05
C -1.6067 3.6204 -1.0468 0.89
C -0.2441 3.5368 -1.6550 -1.16
C -2.3756 4.7736 -1.1777 -0.77
C -3.6578 4.8494 -0.6523 0.74
C -4.4942 6.0797 -0.8126 -1.62
C -4.1757 3.7406 0.0125 -1.03
C -3.4398 2.5740 0.1585 1.25
C -4.0203 1.3739 0.8383 -1.50
C 0.8382 1.7960 0.9709 1.05
C 0.7659 2.5371 2.1464 0.80
C -0.5285 2.7397 2.8673 -1.70
C 1.9338 3.0810 2.6735 -0.96
C 3.1660 2.8905 2.0681 0.76
C 4.4246 3.4629 2.6406 -1.67
C 3.2181 2.1175 0.9146 -0.63
C 2.0741 1.5614 0.3584 0.10
C 2.2044 0.6899 -0.8500 0.32
H -1.4490 -2.5041 3.8450 0.40
H -2.6891 -1.9073 2.7369 0.29
H -1.5813 -0.7581 3.5428 0.30
H 0.0397 2.4880 -1.7603 -0.43
H 0.4877 4.0344 -1.0191 0.39
H -0.2229 4.0112 -2.6338 0.56
H -1.9566 5.6143 -1.7144 0.41
H -3.9686 6.8443 -1.3769 0.36
H -4.7574 6.4865 0.1627 0.35
H -5.4224 5.8407 -1.3294 0.36
H -5.1773 3.7815 0.4173 0.46
H -5.0643 1.5399 1.0913 0.48
H -3.4728 1.1557 1.7610 0.32
H -3.9607 0.5013 0.1820 0.17
H -1.2581 1.9949 2.5344 -0.02
H -0.9373 3.7297 2.6690 0.33
H -0.3861 2.6461 3.9411 0.51
H 1.8721 3.6502 3.5896 0.45
H 4.2219 4.0541 3.5285 0.40
H 4.9205 4.0996 1.9097 0.35
H 5.1167 2.6638 2.9032 0.33
H 4.1742 1.9364 0.4455 0.47
H 3.2513 0.5148 -1.0851 0.50
H 1.7313 1.1236 -1.7310 0.30
H 1.7265 -0.3042 -0.6521 -0.82
Cl -1.2224 -4.1784 -1.3272 -0.10
C -2.8049 -3.4372 -1.1923 0.11
Cl -3.5408 -3.8546 0.3689 -0.16
C -2.7539 -1.8682 -1.2306 -0.49
O -3.7917 -1.2999 -1.4823 -0.68
O -1.6449 -1.3378 -0.9584 0.73
H -3.4554 -3.8148 -1.9842 0.53
```

As for the spin multiplicity: 6. The total energy is -3325.5699 Ha. The calculation puts the energy above the lowest of the compared OMol25 structures with the same formula, charge and spin at 14.9 kcal/mol. The orbital gap (spin up / spin down) is 8.20 / 6.07 eV. Its expectation value of S² is 8.779. As for the charge: +1.

***

# 2
Computed, not measured: a molecular structure, C13H15CrN7S4 at a distorted geometry, with wB97M-V/def2-TZVPD.

Geometry as XYZ:
```
40
Properties=species:S:1:pos:R:3:mulliken_charge:R:1
Cr -0.2604 0.5410 -0.2105 0.06
C 1.6372 -3.2314 -1.2132 -1.70
C 0.9541 -1.9021 -1.1800 0.78
N 0.6934 -1.2530 -0.0526 0.02
N 1.0550 -1.8401 1.1388 -0.41
C 1.7735 -1.1545 2.0511 0.44
N 2.0661 -1.8167 3.1983 -0.47
S 2.2883 0.3876 1.7443 -0.40
C 0.4215 -1.2286 -2.3142 0.12
C 0.1379 -1.8318 -3.5389 -0.76
C -0.7360 -1.1677 -4.4195 -0.48
C -1.2890 0.0215 -4.0775 -0.82
C -0.9293 0.6836 -2.8094 0.27
N 0.0276 0.0242 -1.9998 0.32
H 2.3384 -3.3055 -0.3814 0.50
H 2.1905 -3.3577 -2.1398 0.43
H 0.9116 -4.0439 -1.1396 0.32
H 0.8106 -2.8121 1.3031 0.30
H 1.5193 -2.6220 3.4592 0.19
H 2.4981 -1.2883 3.9369 0.24
H 0.5066 -2.8176 -3.7580 0.32
H -0.9668 -1.6243 -5.3699 0.38
H -1.9937 0.5401 -4.7067 0.42
H -0.6483 1.7334 -3.0008 0.01
S -1.7802 4.5314 -2.4306 -0.21
C -0.7945 3.6960 -1.5622 0.48
S 0.2944 2.9925 -0.6704 -0.18
S -2.2993 0.8895 -1.4904 -0.48
N -0.5335 3.3811 4.2935 -0.42
C -0.9979 2.3240 3.5857 0.32
C -0.4321 1.9759 2.3544 -0.37
N -0.8936 0.9578 1.6084 0.46
C -1.9333 0.2763 2.1483 -0.37
C -2.4696 0.6216 3.3664 -0.39
N -2.0229 1.6343 4.1032 -0.63
H 0.3225 3.8327 4.0284 0.20
H -0.9446 3.5782 5.1878 0.24
H 0.4231 2.5240 1.9806 0.39
H -2.3299 -0.5379 1.5602 0.49
H -3.2985 0.0735 3.7877 0.38
```

As for the spin multiplicity: 5. The total energy is -3524.8637 Ha. The calculation puts the energy above the lowest of the compared OMol25 structures with the same formula, charge and spin at 66.5 kcal/mol. The orbital gap (spin up / spin down) is 5.57 / 5.82 eV. Its expectation value of S² is 6.259.

***

# 3
Computed, not measured: 2 unconnected molecules or ions with the total composition C2H2BrCl3 at a distorted geometry, with wB97M-V/def2-TZVPD.

Geometry as XYZ:
```
8
Properties=species:S:1:pos:R:3:mulliken_charge:R:1
C 0.7035 1.5293 1.0768 -0.13
C -0.5332 -1.2678 -0.7823 -0.30
Cl 1.5717 2.5077 0.0023 -0.13
Cl -0.5982 0.7951 0.4572 0.02
Cl -1.5893 -1.0052 -2.1356 -0.11
Br -1.0818 -2.6757 0.3799 -0.05
H 1.0254 1.3049 2.1378 0.35
H 0.5019 -1.1883 -1.1362 0.36
```

The total energy is -4031.8477 Ha. The calculation puts the energy above the lowest of the compared OMol25 structures with the same formula, charge and spin at 87.1 kcal/mol. The orbital gap (spin up / spin down) is 7.92 / 7.85 eV.

***

# 4
Computed, not measured: a molecular structure, H4NO2PS at a distorted geometry, with wB97M-V/def2-TZVPD.

Geometry as XYZ:
```
9
Properties=species:S:1:pos:R:3:mulliken_charge:R:1
N 0.6962 1.1876 1.0150 -0.69
O 0.7781 -1.4862 -0.5484 -0.28
O -0.2195 1.3280 -1.3362 -0.50
P -0.1500 0.4471 -0.0408 0.59
S -2.1113 -0.2380 0.1766 -0.27
H 0.8754 0.6798 1.8637 0.25
H 0.5215 -1.6274 -1.4604 0.36
H 0.4219 2.0295 -1.1791 0.37
H -1.7210 -1.1103 1.1093 0.17
```

As for the spin multiplicity: 3. The total energy is -947.0250 Ha. The calculation puts the energy above the lowest of the compared OMol25 structures with the same formula, charge and spin at 60.9 kcal/mol. The orbital gap (spin up / spin down) is 6.58 / 5.97 eV. Its expectation value of S² is 2.009.

***

# 5
Computed, not measured: a single C4H8N2S molecule at a distorted geometry, with wB97M-V/def2-TZVPD.

Geometry as XYZ:
```
15
Properties=species:S:1:pos:R:3:mulliken_charge:R:1
C -2.5994 0.6123 -0.1640 -0.65
C -1.6428 -0.2028 -0.5620 -0.12
C -0.6924 -0.8839 0.3868 -0.49
N 0.6601 -0.5527 -0.0333 -0.29
C 1.1891 0.6849 0.2105 0.17
N 2.4317 1.0339 0.1135 -0.45
S 3.5606 -0.2479 -0.2128 -0.21
H -3.1977 1.2116 -0.8450 0.25
H -2.8341 0.7867 0.8878 0.24
H -1.4681 -0.4054 -1.6326 0.27
H -0.8592 -0.7226 1.4903 0.32
H -0.9009 -1.9811 0.2313 0.28
H 1.2766 -1.3404 0.0366 0.23
H 0.4763 1.4945 0.5081 0.32
H 4.6001 0.5130 -0.4151 0.15
```

The total energy is -664.8520 Ha. The calculation puts the energy above the lowest of the compared OMol25 structures with the same formula, charge and spin at 50.7 kcal/mol. The orbital gap is 9.18 eV. As for the SMILES: C=CCN/C=N\S.

***

# 6
Computed, not measured: 2 unconnected molecules or ions with the total composition C9H14S at a distorted geometry, with wB97M-V/def2-TZVPD.

Geometry as XYZ:
```
24
Properties=species:S:1:pos:R:3:mulliken_charge:R:1
C 1.6225 -1.0879 2.1506 -1.44
C 1.5234 -0.0710 1.0679 1.18
C 2.1845 -0.2769 -0.1539 -0.66
C 2.1023 0.7222 -1.1259 -0.08
C 1.4906 1.9595 -0.9587 -0.89
C 0.8990 2.0799 0.3125 -0.26
C 0.8234 1.1225 1.2925 -0.68
H 1.4778 -0.7157 3.2007 0.33
H 2.5793 -1.5036 2.2731 0.41
H 0.8904 -1.9268 2.2359 0.22
H 2.7462 -1.1360 -0.3851 0.45
H 2.6214 0.5217 -2.0879 0.28
H 1.5655 2.6778 -1.7442 0.45
H 0.2148 2.8889 0.4654 0.33
H 0.3264 1.3948 2.2024 0.35
C -3.1524 -0.0583 -1.6757 -0.88
S -2.0113 -0.4319 -0.2347 0.00
C -1.7193 -2.3166 -0.2010 -0.74
H -4.1456 -0.4272 -1.4946 0.31
H -3.0994 1.0043 -1.7635 0.30
H -2.7488 -0.5717 -2.5395 0.27
H -0.7173 -2.3976 0.2735 0.16
H -1.6280 -2.5719 -1.2356 0.27
H -2.5427 -2.8539 0.2467 0.31
```

The total energy is -749.4759 Ha. The calculation puts the energy above the lowest of the compared OMol25 structures with the same formula, charge and spin at 23.3 kcal/mol. The orbital gap is 9.30 eV. As for the SMILES: Cc1ccccc1.CSC.

***

# 7
Computed, not measured: a gas-phase ion, C20H40NO2 (charge +1) at a distorted geometry, with wB97M-V/def2-TZVPD.

Geometry as XYZ:
```
63
Properties=species:S:1:pos:R:3:mulliken_charge:R:1
C -0.2845 4.5871 2.5300 -1.51
C -0.1443 3.0383 1.9697 -0.99
C -1.6341 2.4854 1.9799 -0.86
C -2.6594 3.1341 0.7670 -1.04
C -1.8670 3.0500 -0.3603 -0.06
C -0.3625 3.6828 -0.5270 0.89
C 0.2967 3.5095 -1.8555 -2.76
N 0.4944 2.9662 0.7149 0.98
C 1.8298 3.3745 0.8408 -0.84
C 2.8438 2.0059 0.2963 -0.58
O 2.6897 1.5500 -1.1053 -0.39
C 2.3876 0.8794 1.3600 -1.41
O 1.0379 0.5083 0.8571 -0.55
C 1.0392 -0.6849 0.3163 0.65
C -0.3140 -0.7811 -0.4765 -1.01
C -0.5687 -2.0214 -1.1707 -1.10
C -0.6630 -3.2817 -0.4873 -0.26
C -0.8536 -4.5753 -1.2176 0.94
C -0.5785 -5.8444 -0.1981 -1.28
C 0.3474 -4.8287 -2.2207 -1.98
C -2.3339 -4.4894 -1.8041 -1.50
C 1.0719 -3.3039 0.1291 -1.49
C 1.0551 -2.0457 1.0646 -1.93
H -1.0192 5.0822 1.8477 0.32
H 0.6753 5.0742 2.4560 0.34
H -0.5738 4.6639 3.4281 0.68
H 0.3385 2.6117 2.6341 1.36
H -1.9704 2.6231 3.0117 0.56
H -1.5056 1.2511 2.1071 0.04
H -3.4829 2.6019 0.8252 0.57
H -2.7221 4.2139 1.2122 0.28
H -2.5087 3.5505 -1.0084 0.43
H -1.6045 1.8515 -0.5006 -0.04
H -0.6411 4.7247 -0.3113 0.30
H 1.0825 4.0441 -1.9394 0.73
H -0.2504 3.7300 -2.5152 0.98
H 0.6704 2.5189 -1.9900 0.38
H 0.3741 2.0003 0.4051 -0.22
H 1.9029 4.1024 0.0344 0.19
H 2.0820 3.7055 1.7838 0.67
H 3.6953 2.2314 0.7213 0.84
H 3.1283 2.1620 -1.4457 0.32
H 3.1159 0.0645 1.0090 0.41
H 2.4219 1.1330 2.2441 1.00
H 1.7977 -0.6141 -0.5530 0.47
H -0.6751 -0.0198 -1.1895 0.31
H -1.1037 -0.7125 0.1305 0.55
H -1.4217 -1.9604 -2.0463 0.21
H 0.1469 -2.1421 -2.1788 0.25
H -1.3424 -3.1708 0.3081 0.77
H -1.1067 -6.6741 -0.8916 0.29
H 0.2327 -6.0294 0.4099 0.42
H -1.3906 -5.5662 0.6321 0.29
H 0.1500 -4.2145 -2.9412 0.82
H 1.2886 -4.9788 -1.6798 0.34
H -0.1106 -5.7296 -2.8064 0.41
H -2.1573 -3.7566 -2.7341 0.31
H -3.0005 -4.3580 -1.1492 0.57
H -2.6110 -5.6082 -2.1690 0.36
H 1.0171 -4.0709 0.9362 0.25
H 1.7153 -3.3256 -0.5974 0.94
H 0.4637 -1.9752 1.7509 0.87
H 2.0690 -1.9491 1.3567 0.53
```

The total energy is -990.4297 Ha. The orbital gap is 8.64 eV. As for the SMILES: C[C@H]1CCC[C@H](C)[NH+]1C[C@H](O)CO[C@H]1CC[C@H](C(C)(C)C)CC1. As for the charge: +1.

***

# 8
Computed, not measured: a molecular structure, C6H10N2 at a distorted geometry, with wB97M-V/def2-TZVPD.

Geometry as XYZ:
```
18
Properties=species:S:1:pos:R:3:mulliken_charge:R:1
C -1.3659 -1.3535 -0.7116 -0.74
C -0.1038 -0.9740 1.3232 -0.30
C 0.0596 0.2640 0.4826 1.38
C 1.5190 0.9416 -0.0091 -0.78
C -0.9625 1.2200 0.0111 -1.43
C -2.0565 1.8060 0.0630 -0.09
H -1.2441 -2.5176 -1.6576 0.24
H -1.7521 -0.3982 -1.4072 0.25
H -2.3635 -1.5907 0.1575 0.19
H -1.2047 -1.2553 1.6186 0.18
H 0.8654 -1.1516 1.9736 0.26
H 1.8103 1.7168 0.6848 0.41
H 1.0898 1.6341 -0.8056 0.31
H 3.4860 0.6337 -0.4326 0.23
H 2.3286 -0.5684 -0.8976 0.20
H -2.6598 2.6432 -0.0344 0.45
N -0.0493 -1.1463 -0.0840 -0.26
N 2.6035 0.0961 -0.2747 -0.51
```

The total energy is -343.8528 Ha. The calculation puts the energy above the lowest of the compared OMol25 structures with the same formula, charge and spin at 178.2 kcal/mol. The orbital gap is 9.74 eV.